Computed, not measured: 4 unconnected molecules or ions with the total composition C22H32F12N3O5 at a distorted geometry, with ωB97M-V/def2-TZVPD.

Calculated values
**LUMO energy**: -6.2 eV
**Orbital gap**: 5.331 eV

```
! wB97M-V def2-TZVPD RIJCOSX def2/J DEFGRID3
* xyz 1 1
N 2.148 -3.300 3.785
C 2.327 -4.040 2.846
O 2.398 -4.946 1.729
C 1.650 -4.225 0.699
C 2.500 -3.441 -0.288
C 1.701 -2.640 -1.344
C 2.424 -1.766 -2.463
C 3.414 -0.734 -1.718
O 2.782 0.010 -0.643
C 2.504 1.332 -1.218
C 1.459 2.054 -0.227
F 0.314 2.410 -1.000
F 1.032 1.123 0.779
F 2.097 3.165 0.385
C 0.185 -2.837 -1.122
C -0.752 -2.016 -2.126
F -0.383 -0.622 -2.193
F -0.531 -2.601 -3.431
C -2.316 -2.052 -1.859
F -2.557 -1.642 -0.495
F -2.764 -3.396 -2.093
C -3.210 -1.084 -2.781
F -4.404 -1.828 -3.100
F -2.629 -0.734 -4.024
C -3.706 0.269 -2.074
F -2.665 1.041 -1.505
F -4.273 1.089 -3.111
F -4.786 0.061 -1.152
N -0.324 -3.672 -0.126
N 0.268 -4.396 0.813
H 3.636 -3.460 -0.225
H 3.111 -2.494 -3.053
H 1.734 -1.293 -3.238
H 4.243 -1.374 -1.217
H 3.976 -0.032 -2.443
H 3.458 1.950 -1.400
H 2.021 1.127 -2.260
H -1.367 -3.761 -0.089
C 1.368 -1.881 7.501
C 0.786 -0.617 6.886
C -0.733 -0.661 6.864
O 1.276 -0.470 5.554
H 1.082 -2.764 6.920
H 2.461 -1.841 7.499
H 1.024 -2.013 8.530
H 1.121 0.256 7.453
H -1.091 -1.502 6.262
H -1.137 0.248 6.409
H -1.140 -0.757 7.874
H 0.985 -1.237 5.043
C -5.299 3.081 1.967
C -4.137 2.400 2.673
C -2.923 2.293 1.764
O -4.534 1.095 3.090
H -5.610 2.509 1.086
H -6.168 3.141 2.628
H -5.031 4.092 1.649
H -3.874 2.963 3.573
H -3.151 1.693 0.877
H -2.099 1.791 2.281
H -2.583 3.280 1.440
H -4.770 0.590 2.300
C 1.324 3.403 -5.569
C 2.499 2.742 -4.866
C 3.717 2.669 -5.773
O 2.129 1.421 -4.462
H 1.028 2.832 -6.455
H 0.452 3.438 -4.909
H 1.571 4.422 -5.876
H 2.748 3.302 -3.960
H 3.504 2.074 -6.667
H 4.550 2.181 -5.260
H 4.035 3.666 -6.087
H 1.907 0.917 -5.257
*
```

=====

Computed, not measured: a single C9H13N3O molecule at a distorted geometry, with ωB97M-V/def2-TZVPD.

Calculated values
**LUMO energy**: 0.6 eV
**SMILES string**: [H]/N=C/C/C=C\[C@H](C#N)/C(CCO)=N/[H]
**Orbital gap**: 10.343 eV

```
! wB97M-V def2-TZVPD RIJCOSX def2/J DEFGRID3
* xyz 0 1
C -1.117 -2.366 1.020
C -0.493 1.154 1.725
C -0.481 -0.192 1.623
C -0.026 2.846 0.045
C -1.065 2.196 0.814
C -1.280 -0.928 0.584
C -0.685 -0.646 -0.774
C 0.776 -0.690 -0.784
C 1.301 -2.083 -0.982
N -0.874 -3.444 1.312
N 0.391 2.504 -1.090
N -1.529 -0.433 -1.735
O 2.638 -1.935 -1.522
H -0.103 1.663 2.619
H 0.016 -0.761 2.432
H -1.749 1.758 0.129
H -1.552 3.085 1.313
H -2.434 -0.735 0.615
H 1.114 -0.413 0.202
H 1.273 -0.017 -1.520
H 1.472 -2.751 -0.034
H 0.554 -2.598 -1.657
H 1.268 2.861 -1.390
H -1.176 -0.191 -2.661
H 0.559 3.553 0.543
H 3.200 -1.437 -0.829
*
```

=====

Computed, not measured: a single C8H16N3O2P molecule at a distorted geometry, with ωB97M-V/def2-TZVPD.

Calculated values
**<S²>**: 2.01
**LUMO energy (spin up / spin down)**: 0.8 / -3.1 eV
**Orbital gap (spin up / spin down)**: 6.609 / 5.875 eV

```
! wB97M-V def2-TZVPD RIJCOSX def2/J DEFGRID3
* xyz 0 3
C -0.189 2.375 2.127
C -0.042 3.094 0.808
C 1.694 -0.888 1.232
C -0.055 -1.156 -2.406
C -1.531 0.454 3.065
C -0.931 3.181 -1.438
C 1.180 0.072 0.104
C -0.494 -1.427 -0.975
N -0.940 1.225 1.842
N -0.807 2.500 -0.127
N -0.170 -0.250 -0.129
O 0.295 2.695 3.184
O 0.767 4.010 0.645
P -1.406 0.902 0.275
H 1.615 -1.980 0.934
H 2.768 -0.780 1.532
H 1.196 -0.703 2.255
H 0.980 -0.942 -2.685
H -0.212 -2.045 -3.025
H -0.722 -0.386 -3.019
H -0.916 0.590 3.946
H -2.575 0.883 3.209
H -1.638 -0.538 2.655
H -0.939 4.314 -1.329
H -0.078 2.924 -2.051
H -1.956 3.033 -1.771
H 1.524 1.084 0.536
H 1.834 -0.018 -0.800
H -1.681 -1.448 -1.084
H -0.186 -2.362 -0.574
*
```

=====

Computed, not measured: a molecular structure, C51H65CsNOP2Sb, with ωB97M-V/def2-TZVPD.

Calculated values
**LUMO energy**: 0.1 eV
**Orbital gap**: 5.047 eV

```
! wB97M-V def2-TZVPD RIJCOSX def2/J DEFGRID3
* xyz 0 1
Cs -0.689 -0.009 -0.057
C -2.729 -3.606 2.208
N -2.450 -2.622 3.251
C -1.037 -2.470 3.571
P -0.432 -0.693 3.376
C -1.735 0.300 4.199
C -2.944 0.448 3.516
C -3.971 1.214 4.045
C -3.792 1.886 5.245
C -2.578 1.788 5.909
C -1.558 0.998 5.394
C 0.976 -0.670 4.539
C 0.921 -1.173 5.841
C 2.039 -1.143 6.660
C 3.231 -0.607 6.190
C 3.301 -0.105 4.901
C 2.181 -0.140 4.080
C -3.405 -2.494 4.284
C -3.053 -2.366 5.626
C -4.025 -2.186 6.605
C -5.367 -2.141 6.278
C -5.730 -2.263 4.941
C -4.769 -2.425 3.962
P -1.937 -3.138 0.586
C -0.495 -4.249 0.466
C 0.689 -3.739 -0.059
C 1.820 -4.542 -0.160
C 1.778 -5.859 0.264
C 0.596 -6.383 0.777
C -0.532 -5.586 0.873
C -3.128 -3.874 -0.592
C -2.755 -4.811 -1.554
C -3.675 -5.258 -2.494
C -4.975 -4.779 -2.486
C -5.354 -3.837 -1.539
C -4.434 -3.380 -0.608
H -3.793 -3.617 2.001
H -2.465 -4.622 2.527
H -0.456 -3.042 2.848
H -0.765 -2.888 4.542
H -3.090 -0.065 2.570
H -4.913 1.291 3.515
H -4.591 2.492 5.655
H -2.423 2.325 6.837
H -0.619 0.933 5.927
H -0.008 -1.576 6.224
H 1.982 -1.534 7.668
H 4.104 -0.584 6.831
H 4.229 0.311 4.530
H 2.239 0.247 3.069
H -2.020 -2.392 5.935
H -3.715 -2.083 7.638
H -6.119 -2.004 7.044
H -6.774 -2.211 4.655
H -5.080 -2.463 2.925
H 0.756 -2.724 -0.430
H 2.723 -4.129 -0.595
H 2.658 -6.484 0.187
H 0.555 -7.418 1.094
H -1.453 -6.010 1.254
H -1.742 -5.192 -1.574
H -3.369 -5.984 -3.238
H -5.690 -5.129 -3.220
H -6.365 -3.448 -1.534
H -4.736 -2.621 0.107
O 2.231 -0.167 -0.503
H 3.053 -0.578 -0.219
H 2.180 -0.386 -1.459
C -4.751 3.755 1.587
C -4.278 4.294 0.236
C -5.203 3.748 -0.855
C -4.387 5.819 0.247
Sb -2.287 3.379 -0.083
C -1.005 4.362 1.437
C 0.450 4.353 0.965
C -1.101 3.458 2.669
C -1.385 5.785 1.832
C -1.656 4.113 -2.068
C -1.943 5.585 -2.350
C -0.162 3.839 -2.254
C -2.411 3.235 -3.071
H -5.782 4.082 1.772
H -4.134 4.121 2.413
H -4.735 2.663 1.614
H -6.244 3.968 -0.591
H -5.111 2.665 -0.974
H -5.007 4.218 -1.820
H -5.448 6.094 0.319
H -3.993 6.275 -0.658
H -3.880 6.265 1.098
H 0.754 3.392 0.539
H 1.105 4.554 1.822
H 0.638 5.129 0.223
H -0.721 2.452 2.461
H -2.123 3.349 3.041
H -0.491 3.876 3.481
H -1.464 6.450 0.970
H -0.614 6.192 2.500
H -2.330 5.813 2.378
H -1.500 6.244 -1.599
H -3.014 5.787 -2.395
H -1.521 5.859 -3.325
H 0.463 4.538 -1.703
H 0.085 3.946 -3.317
H 0.114 2.819 -1.969
H -3.493 3.355 -3.005
H -2.171 2.176 -2.938
H -2.109 3.511 -4.089
C -0.303 -0.084 -3.208
C 0.758 -0.981 -3.312
C 0.585 -2.406 -3.201
C 1.645 -3.283 -3.244
C 2.967 -2.845 -3.394
C 3.173 -1.476 -3.535
C 2.124 -0.569 -3.491
H -1.315 -0.476 -3.255
H -0.166 0.954 -3.498
H -0.425 -2.795 -3.107
H 1.441 -4.347 -3.166
H 3.790 -3.547 -3.444
H 4.179 -1.099 -3.689
H 2.326 0.487 -3.645
*
```